[1]
{"formula": "C5H8O", "method": "ωB97M-V/def2-TZVPD", "largest_force_ev_per_a": 0.494, "de_lowest_kcal_mol": 48.7, "gap_ha": 0.3759, "total_energy_ev": -7360.1438, "smiles": "C=CC=O.C=C", "e_lumo_ev": 0.2, "species": ["O", "C", "C", "C", "C", "C", "H", "H", "H", "H", "H", "H", "H", "H"], "xyz": [[-1.505, 1.032, 1.574], [-0.301, 0.950, 1.464], [0.443, -0.320, 1.368], [-1.163, -0.692, -1.411], [-0.581, 0.249, -2.142], [1.763, -0.327, 1.191], [-1.823, -0.442, -0.583], [-1.022, -1.749, -1.622], [-0.142, -1.233, 1.432], [2.319, 0.605, 1.117], [2.333, -1.245, 1.093], [0.082, 0.005, -2.968], [-0.733, 1.305, -1.935], [0.329, 1.863, 1.423]]}

[2]
{"formula": "C11H4F6MnNO8", "method": "ωB97M-V/def2-TZVPD", "multiplicity": 4, "largest_force_ev_per_a": 1.481, "de_lowest_kcal_mol": 1.9, "gap_ha": [0.2918, 0.3065], "total_charge": 1, "total_energy_ev": -76962.2923, "e_lumo_ev": [-6.8, -6.4], "species": ["Mn", "F", "F", "F", "F", "F", "F", "O", "O", "O", "O", "O", "O", "O", "O", "N", "C", "C", "C", "C", "C", "C", "C", "C", "C", "C", "C", "H", "H", "H", "H"], "xyz": [[-0.218, 0.464, -0.534], [-3.815, 0.501, -3.219], [3.705, 2.383, 0.370], [2.859, 3.659, -1.171], [-2.174, -0.156, -4.483], [-3.705, -1.564, -3.872], [3.826, 1.791, -1.718], [-2.023, -2.017, -1.891], [-2.258, 1.874, 2.484], [0.882, 1.704, -1.602], [-1.116, 1.608, 0.556], [0.603, -3.496, -0.841], [0.665, -1.284, -1.151], [-1.622, 0.190, -1.688], [1.496, 0.919, 0.314], [-0.892, -0.785, 0.755], [-2.029, -2.548, 2.479], [1.745, 1.650, -0.688], [-1.193, -3.016, 1.464], [-1.661, -0.326, 1.733], [0.257, -2.293, -0.554], [-0.636, -2.090, 0.615], [3.083, 2.409, -0.799], [-2.998, -0.512, -3.495], [-2.260, -1.186, 2.632], [-2.144, -0.869, -2.250], [-1.735, 1.203, 1.660], [-2.884, -0.794, 3.423], [-0.988, -4.069, 1.337], [1.173, -3.556, -1.625], [-2.502, -3.253, 3.150]]}

[3]
{"formula": "C7H12N2O2", "method": "ωB97M-V/def2-TZVPD", "largest_force_ev_per_a": 4.046, "de_lowest_kcal_mol": 61.6, "gap_ha": 0.3754, "total_energy_ev": -14527.1169, "smiles": "[H]/N=C1/NOC(=O)[C@H]1[C@H](C)CC", "e_lumo_ev": 0.7, "species": ["O", "O", "N", "N", "C", "C", "C", "C", "C", "C", "C", "H", "H", "H", "H", "H", "H", "H", "H", "H", "H", "H", "H"], "xyz": [[-2.975, -0.704, 0.435], [-2.264, -0.658, -1.753], [0.027, 2.033, -1.966], [-1.234, 0.081, -2.415], [-1.096, 0.700, -0.154], [1.132, 1.162, 1.037], [0.002, 0.124, 0.796], [0.612, -1.201, 0.245], [1.437, -1.960, 1.262], [-2.211, -0.307, -0.435], [-0.646, 0.988, -1.545], [0.746, 2.084, 1.541], [1.669, 1.402, 0.105], [0.352, 2.756, -1.297], [1.280, -0.978, -0.585], [-1.425, 0.537, -3.347], [1.891, 0.785, 1.719], [-0.189, -1.851, -0.116], [-1.620, 1.564, 0.239], [-0.455, -0.093, 1.759], [2.372, -1.397, 1.443], [0.890, -2.116, 2.185], [1.704, -2.951, 0.847]]}

[4]
{"formula": "C43H33CaN8OSSe", "method": "ωB97M-V/def2-TZVPD", "largest_force_ev_per_a": 1.974, "de_lowest_kcal_mol": 29.2, "gap_ha": 0.1830, "total_charge": -1, "total_energy_ev": -153722.6941, "e_lumo_ev": 1.3, "species": ["Se", "Ca", "S", "O", "N", "N", "N", "N", "N", "N", "N", "N", "C", "C", "C", "C", "C", "C", "C", "C", "C", "C", "C", "C", "C", "C", "C", "C", "C", "C", "C", "C", "C", "C", "C", "C", "C", "C", "C", "C", "C", "C", "C", "C", "C", "C", "C", "C", "C", "C", "C", "C", "C", "C", "C", "H", "H", "H", "H", "H", "H", "H", "H", "H", "H", "H", "H", "H", "H", "H", "H", "H", "H", "H", "H", "H", "H", "H", "H", "H", "H", "H", "H", "H", "H", "H", "H", "H"], "xyz": [[1.759, 1.254, 1.467], [-0.633, 0.107, -0.840], [2.174, 1.912, -2.416], [1.278, 0.829, -1.897], [-0.421, -3.339, -0.836], [-1.729, 1.250, 0.746], [-0.993, -1.554, 0.659], [-1.202, -1.558, -2.238], [-2.150, 1.198, -2.095], [-2.205, -0.276, -4.012], [-1.154, -0.154, 2.603], [-2.532, 3.067, -0.604], [1.338, -4.195, 1.654], [-2.239, 0.940, -3.426], [-1.701, 0.930, 2.038], [0.238, -2.206, 2.487], [-2.694, 3.003, 1.866], [0.862, -2.313, 3.714], [-3.149, 3.401, 4.557], [2.004, 3.323, -1.333], [3.925, -0.772, 4.428], [4.407, -1.866, 2.379], [-1.028, -2.837, -1.943], [1.274, 2.592, -3.812], [-2.591, 3.180, -3.096], [0.469, -3.137, 1.473], [-0.685, -1.191, 1.926], [-2.971, 4.844, -4.761], [-2.325, 2.031, 2.801], [-2.297, -5.475, -4.378], [-2.542, 2.217, 4.153], [-2.802, -4.576, -5.324], [-1.685, -5.021, -3.220], [-2.317, 2.472, 0.538], [-1.581, -3.651, -3.033], [5.540, -2.709, 4.470], [-2.661, 2.535, -5.447], [-2.828, 4.514, -3.428], [-3.525, 4.368, 3.624], [-0.335, -2.693, 0.307], [-1.849, -1.402, -3.446], [-2.381, 2.497, -1.834], [-2.708, -3.205, -5.134], [1.727, -3.383, 3.906], [2.864, 0.001, 2.393], [4.623, -1.759, 3.744], [-2.508, 2.191, -4.103], [3.349, -1.203, 0.219], [-2.889, 3.859, -5.764], [1.964, -4.309, 2.892], [3.542, -1.015, 1.696], [-3.303, 4.179, 2.264], [-2.084, -2.748, -3.982], [2.308, 1.118, 4.603], [3.047, 0.094, 3.786], [2.555, 4.154, -1.778], [1.902, 3.312, -4.338], [-2.599, 1.774, -6.215], [1.302, 1.269, 4.209], [-3.152, 5.874, -5.044], [0.350, 3.055, -3.462], [-2.237, 1.462, 4.867], [2.250, -3.482, 4.849], [-3.329, 3.579, 5.609], [-1.295, -5.707, -2.478], [6.144, -3.283, 3.767], [2.253, 0.810, 5.650], [-2.390, -6.540, -4.555], [3.829, -2.122, -0.121], [-2.895, 5.265, -2.651], [2.421, 3.035, -0.367], [-3.107, -2.505, -5.856], [1.524, -4.901, 0.856], [0.694, -1.572, 4.484], [0.944, 3.565, -1.230], [4.921, -2.646, 1.822], [-3.590, 4.925, 1.534], [4.057, -0.679, 5.504], [1.039, 1.751, -4.462], [-3.009, 4.150, -6.801], [2.660, -5.120, 3.066], [6.217, -2.177, 5.142], [-3.280, -4.960, -6.217], [4.975, -3.422, 5.079], [2.806, 2.091, 4.556], [-3.995, 5.282, 3.967], [3.756, -0.356, -0.341], [2.287, -1.239, -0.033]]}

- Number 4 is which compound?
  C43H33CaN8OSSe